[1]
C17H18N2O2 in the gas phase in a non-equilibrium geometry. Source: the Open Molecules 2025 dataset; level of theory: wB97M-V/def2-TZVPD.

The geometry in XYZ format:
```
39
Properties=species:S:1:pos:R:3:forces:R:3
O 2.290 2.198 -0.655 0.35 0.09 -0.09
O 3.225 1.662 1.203 -0.02 0.10 0.02
N -0.286 1.542 -0.858 -0.01 0.37 -0.08
N 2.629 1.379 0.181 0.21 0.77 0.25
C -2.926 -2.471 0.237 -0.03 -0.11 0.01
C 2.927 -2.282 0.423 -0.10 -0.03 -0.08
C -1.722 -2.459 0.917 0.03 -0.11 0.08
C -3.203 1.202 -0.705 -0.21 0.09 -0.03
C 1.168 -1.782 -1.132 0.23 0.08 -0.03
C -2.708 -0.121 -0.213 0.02 -0.01 -0.08
C -1.653 2.308 0.991 0.10 -0.12 0.04
C -0.731 1.183 0.484 0.10 0.17 0.29
C 0.361 0.517 -1.651 -0.14 0.19 -0.22
C 1.961 -2.705 -0.479 0.04 0.02 -0.01
C 2.327 -0.004 -0.058 -0.18 -1.44 -0.23
C -3.088 2.205 0.448 0.00 0.08 -0.13
C 3.104 -0.933 0.634 0.04 0.31 0.05
C -0.999 -1.282 1.025 -0.14 0.04 0.08
C -3.425 -1.301 -0.314 -0.01 0.01 -0.06
C 1.323 -0.410 -0.946 0.22 0.18 0.15
C -1.479 -0.120 0.446 0.02 -0.04 0.09
H -0.425 -0.106 -2.094 0.18 -0.03 -0.03
H -1.342 -3.365 1.366 0.03 -0.09 0.04
H -1.670 2.274 2.081 0.05 0.07 0.01
H 3.536 -2.998 0.952 0.07 -0.04 0.05
H 1.817 -3.759 -0.662 -0.03 -0.11 -0.01
H 3.849 -0.565 1.324 0.01 -0.02 0.00
H -3.757 1.879 1.247 -0.03 0.05 -0.03
H 0.885 1.026 -2.465 -0.10 -0.10 0.03
H 0.285 2.380 -0.818 -0.24 -0.27 0.00
H -3.429 3.185 0.112 -0.06 0.02 0.06
H -3.487 -3.390 0.147 -0.05 -0.08 0.00
H -4.238 1.130 -1.042 0.00 -0.04 -0.02
H 0.122 1.090 1.186 -0.19 -0.06 -0.10
H -2.583 1.545 -1.536 -0.12 -0.01 -0.03
H -4.379 -1.306 -0.822 -0.10 0.02 -0.05
H -0.063 -1.271 1.565 0.13 0.02 0.01
H -1.207 3.259 0.697 0.06 0.04 0.07
H 0.397 -2.126 -1.805 -0.14 0.01 -0.03
```
Forces are in eV/Å.

Calculated values
* LUMO: -0.55 eV
* spin multiplicity: 1
* SMILES string: O=[N+]([O-])c1ccccc1CN[C@H]1CCCc2ccccc21
* gap between HOMO and LUMO: 0.2992 Ha
* net charge: 0



[2]
A molecular structure, C34H52N3OP2Pb in a non-equilibrium geometry. Source: the Open Molecules 2025 dataset; level of theory: wB97M-V/def2-TZVPD.

The geometry in XYZ format:
```
93
Properties=species:S:1:pos:R:3:forces:R:3
Pb -1.210 0.168 0.651 1.02 -0.97 -1.37
P 0.017 -1.354 2.584 0.64 0.00 0.31
P 0.015 1.333 -2.798 -0.11 -2.43 1.42
O -5.076 0.144 0.193 1.92 -0.38 0.29
N -0.684 -0.111 -2.186 -1.05 1.75 0.25
N -2.009 1.934 2.334 -1.52 1.90 2.23
N 1.559 -0.179 0.236 0.44 -0.99 -1.27
C 1.627 -1.957 1.916 0.20 -0.02 -0.13
C 0.538 4.017 -2.816 -0.04 0.02 -0.18
C -1.889 3.315 -2.732 -0.09 0.11 0.04
C -0.014 1.007 -4.626 0.07 0.35 -0.85
C 2.367 -2.257 -2.724 -0.18 -0.34 -0.11
C 1.541 0.456 -2.163 0.20 2.22 -0.41
C 0.572 -0.639 -2.248 0.68 -2.98 -0.44
C 0.059 -3.070 -2.621 0.24 -0.34 -0.20
C 2.785 -3.479 -3.240 -0.23 0.34 0.18
C -0.468 3.005 -2.216 -0.19 0.53 -0.34
C -2.475 2.766 3.009 1.02 -1.85 -1.68
C -0.404 3.226 -0.691 -0.17 0.02 0.00
C -3.950 0.090 0.375 -2.86 0.69 -0.38
C 0.989 -2.014 -2.500 -0.43 1.14 0.47
C 4.326 0.114 0.210 -0.06 0.15 0.32
C -3.047 3.813 3.820 -0.54 0.93 0.67
C 0.498 -4.308 -3.102 0.05 0.41 0.12
C -2.394 -2.567 3.260 -0.05 -0.10 0.05
C 3.719 -0.782 1.085 -0.16 -0.15 -0.01
C 2.175 0.448 -0.795 0.85 0.29 0.80
C -0.962 -2.943 2.840 0.23 0.24 0.37
C 0.623 -0.484 4.151 -0.16 -0.42 0.18
C -0.306 -3.804 3.929 -0.31 -0.39 0.00
C -1.021 -3.729 1.509 0.03 0.06 0.04
C -1.272 0.170 -4.953 -0.05 -0.07 0.09
C 1.850 -4.500 -3.432 -0.09 -0.19 -0.25
C 1.219 0.218 -5.120 0.04 -0.23 0.16
C -0.576 -0.267 5.085 0.08 0.11 0.24
C -4.517 4.145 3.479 -0.19 -0.18 -0.27
C 1.737 -1.249 4.895 -0.08 0.18 0.30
C 1.169 0.890 3.715 -0.06 0.04 -0.01
C 3.540 0.754 -0.739 -0.28 -0.10 0.13
C -0.035 2.285 -5.468 0.00 -0.07 -0.47
C 2.326 -0.904 1.070 0.04 0.27 -0.01
H 1.919 -0.735 5.854 0.00 -0.16 -0.26
H 3.828 -3.601 -3.538 -0.27 -0.15 0.24
H 2.026 0.796 3.034 -0.23 0.06 0.17
H 2.175 -5.443 -3.876 -0.15 0.25 0.19
H 2.328 0.553 -2.925 -0.04 -0.31 0.41
H 1.509 1.431 4.614 -0.06 -0.16 -0.23
H -2.438 4.719 3.699 0.00 -0.27 0.04
H -2.635 2.598 -2.358 0.23 0.19 -0.07
H -4.611 4.474 2.435 0.03 -0.14 0.27
H -0.057 -4.197 1.263 -0.31 0.12 0.04
H 3.957 1.432 -1.484 0.06 -0.39 0.07
H -2.968 -3.493 3.401 0.07 0.20 -0.01
H 2.687 -1.243 4.344 -0.28 0.02 0.17
H -1.235 2.766 -0.134 0.48 0.08 -0.36
H 1.343 -0.748 -4.619 -0.04 0.26 -0.11
H 1.459 -2.286 5.125 0.15 0.33 -0.08
H -1.763 -4.538 1.615 0.24 0.26 0.01
H -2.194 0.698 -4.680 0.11 -0.09 -0.09
H -1.940 3.342 -3.829 -0.06 -0.04 0.49
H 2.149 0.794 -5.024 -0.21 -0.11 -0.12
H 4.289 -1.416 1.765 -0.02 0.24 -0.22
H -0.245 0.339 5.943 -0.12 -0.12 -0.18
H 0.879 2.873 -5.319 -0.29 -0.13 -0.20
H 5.400 0.275 0.234 -0.16 -0.04 0.02
H -0.925 2.898 -5.289 0.34 -0.08 -0.20
H 1.046 0.003 -6.184 0.13 0.15 0.21
H 0.272 5.010 -2.428 0.18 -0.24 -0.09
H -1.276 -0.025 -6.035 -0.02 0.22 0.20
H 1.565 3.776 -2.510 -0.17 0.15 -0.05
H -0.984 -2.882 -2.348 0.32 -0.12 -0.27
H 0.741 -4.048 3.698 -0.27 0.10 0.07
H -0.498 4.312 -0.541 0.09 -0.21 -0.02
H 2.287 -2.298 2.725 -0.24 0.15 -0.25
H -4.900 4.953 4.116 0.31 -0.24 -0.09
H -0.051 1.951 -6.518 -0.04 0.32 0.26
H -5.162 3.269 3.629 0.20 0.23 -0.08
H 0.392 1.499 3.227 0.27 -0.22 0.11
H 0.564 2.913 -0.272 -0.35 -0.02 0.00
H -0.861 -4.754 3.988 0.20 0.18 0.06
H 0.492 4.066 -3.907 0.04 0.06 0.38
H -0.362 -3.334 4.922 0.04 -0.13 -0.32
H -1.387 0.281 4.582 0.16 -0.21 0.09
H -0.222 -5.114 -3.264 0.26 0.22 0.13
H 3.076 -1.456 -2.514 -0.01 -0.27 -0.25
H 1.437 -2.861 1.309 0.06 0.59 -0.05
H -2.418 -2.009 4.203 -0.03 -0.15 -0.23
H -2.151 4.320 -2.368 -0.07 -0.25 -0.08
H -2.983 3.516 4.875 0.14 -0.01 -0.25
H -1.334 -3.097 0.660 0.12 -0.16 0.29
H -1.282 -0.803 -4.449 0.10 0.33 -0.01
H -2.907 -1.970 2.492 0.18 -0.13 0.10
H -0.968 -1.211 5.487 0.10 0.28 -0.11
```
Forces are in eV/Å.

Calculated values
* LUMO (alpha / beta): -2.26 / -2.05 eV
* spin multiplicity: 1
* gap between HOMO and LUMO (alpha / beta): 0.1885 / 0.1985 Ha
* net charge: +1



[3]
2 unconnected molecules or ions with the total composition C6H9ClN2O2 in a non-equilibrium geometry. Source: the Open Molecules 2025 dataset; level of theory: wB97M-V/def2-TZVPD.

The geometry in XYZ format:
```
20
Properties=species:S:1:pos:R:3:forces:R:3
Cl -0.832 2.455 -0.747 -0.15 0.28 -0.47
O -1.854 -0.406 -2.398 -1.82 0.17 0.46
O 0.268 -0.486 -2.900 0.65 -0.12 0.12
N 1.458 0.137 -2.452 0.83 -0.12 -0.64
N 1.226 0.991 -1.600 0.74 0.50 0.17
C 0.284 0.960 1.809 -1.88 2.47 -2.34
C -0.084 0.981 -1.217 -2.07 -1.31 1.05
C -1.314 -0.842 0.841 -0.27 0.63 1.15
C -0.018 -0.083 0.800 0.19 0.08 -1.00
C 1.165 -0.905 0.452 -0.69 -1.47 0.33
C -0.772 0.023 -2.202 1.59 0.69 0.78
H 1.078 -1.471 -0.457 -0.60 -0.62 -0.39
H -0.313 0.807 2.657 -0.85 -0.28 1.34
H -0.042 2.038 1.424 0.73 -2.13 0.74
H 1.993 -0.315 0.236 1.66 1.16 0.28
H -1.697 -0.820 -0.136 -0.99 -0.18 -1.32
H -2.136 -0.522 1.543 1.18 0.05 -0.62
H 1.371 -1.631 1.264 0.00 0.42 -0.24
H 1.296 0.965 2.054 1.71 0.21 0.37
H -1.076 -1.877 1.030 0.02 -0.45 0.24
```
Forces are in eV/Å.

Calculated values
* LUMO: -0.89 eV
* spin multiplicity: 1
* gap between HOMO and LUMO: 0.3078 Ha
* net charge: 0



[4]
A molecular structure, C2H5FSi in a non-equilibrium geometry. Source: the Open Molecules 2025 dataset; level of theory: wB97M-V/def2-TZVPD.

The geometry in XYZ format:
```
9
Properties=species:S:1:pos:R:3:forces:R:3
Si -0.504 0.770 0.888 1.03 -0.62 3.70
F 1.490 -2.554 -2.158 -0.42 -0.90 1.21
C 1.335 -0.243 -1.975 0.14 2.20 0.00
C 1.248 -1.376 -1.684 1.07 -4.99 -1.86
H 0.410 -0.650 1.456 -1.75 2.28 -0.34
H -0.301 0.396 -0.426 -0.08 0.36 -1.90
H -2.024 0.882 1.174 1.25 -0.28 0.00
H 1.083 0.688 -1.739 -0.38 3.53 0.21
H 0.229 2.079 1.507 -0.86 -1.58 -1.02
```
Forces are in eV/Å.

Calculated values
* LUMO: 0.07 eV
* spin multiplicity: 1
* gap between HOMO and LUMO: 0.3954 Ha
* net charge: 0



Record order is preserved below.
E: -918.510190 -2441.492603 -954.069408 -468.335441 hartree
Record order is preserved below.
ΔE to the lowest compared entry with this formula, charge and spin: 383.7 166.0 386.3 616.8 kJ/mol